No. 1
{
  "formula": "C4H12N2",
  "method": "wB97M-V/def2-TZVPD",
  "multiplicity": 2,
  "s2": 0.75,
  "fmax_ev_per_a": 4.3,
  "charge": -1,
  "energy_ev": -7318.713,
  "e_lumo_ha": [0.1502, 0.1593],
  "orbital_gap_ev": [2.67, 8.96],
  "e_above_lowest_ev": 2.608,
  "species": ["C", "N", "C", "C", "N", "C", "H", "H", "H", "H", "H", "H", "H", "H", "H", "H", "H", "H"],
  "coordinates": [[2.475521, 0.419244, -1.226560], [0.959961, 0.452928, -1.297433], [0.410594, -0.791184, -0.702279], [-0.996692, -0.554326, -0.309904], [-1.150492, 0.437299, 0.761532], [-2.054815, 0.408102, 1.835232], [3.151868, -0.055487, -1.891436], [2.932966, 1.336373, -0.794406], [2.631275, -0.143210, -0.308794], [0.663277, 1.415403, -0.820614], [1.069889, -1.061644, 0.054253], [0.358034, -1.640205, -1.453672], [-1.584591, -1.567626, -0.188648], [-1.527534, -0.208332, -1.118455], [-0.226284, 0.476750, 1.239506], [-1.719165, 1.086855, 2.628114], [-2.184001, -0.649696, 2.100058], [-3.209814, 0.638759, 1.493514]],
  "forces_ev_per_angstrom": [[-1.3, 0.8, 3.5], [1.3, 2.3, -0.4], [-0.7, 1.0, -2.4], [-2.0, -2.1, 2.5], [3.3, 0.9, -0.6], [-4.0, -1.2, -1.0], [-0.2, -0.3, -1.6], [-0.5, 0.1, -1.2], [0.5, -0.7, 0.3], [0.5, -3.3, -1.0], [0.7, -1.0, 1.8], [0.4, 1.0, 0.5], [1.2, 1.4, 0.7], [-1.0, 1.1, -2.3], [-0.6, 0.1, -0.6], [-0.2, -0.3, 0.0], [0.0, 0.1, 1.1], [2.6, 0.1, 0.7]]
}

---

No. 2
{
  "formula": "C5H13NS2",
  "method": "wB97M-V/def2-TZVPD",
  "fmax_ev_per_a": 2.3,
  "energy_ev": -28551.640,
  "e_lumo_ha": -0.1159,
  "orbital_gap_ev": 4.47,
  "e_above_lowest_ev": 4.990,
  "species": ["N", "C", "C", "S", "S", "C", "C", "C", "H", "H", "H", "H", "H", "H", "H", "H", "H", "H", "H", "H", "H"],
  "coordinates": [[-0.157222, 1.574019, -2.669279], [-0.875331, 0.633794, -1.772880], [-0.542195, -0.763528, -1.818898], [1.166397, -1.232424, -1.963138], [-0.458798, 1.922548, 1.522582], [-1.000559, 0.235167, 1.815516], [0.125960, -0.793826, 1.634038], [1.347257, -0.506841, 2.507451], [0.720878, 1.821776, -2.219314], [0.137853, 1.045237, -3.485893], [-1.943751, 0.820650, -1.870082], [-0.605888, 1.000443, -0.739815], [-1.205802, -1.430141, -2.363546], [1.413120, -0.587438, -3.111458], [-1.833185, -0.006863, 1.140520], [-1.418572, 0.143491, 2.825052], [-0.205439, -1.817474, 1.825282], [0.408470, -0.770333, 0.580729], [2.145424, -1.229423, 2.343174], [1.058436, -0.543315, 3.560297], [1.722949, 0.484481, 2.259661]],
  "forces_ev_per_angstrom": [[0.6, -0.6, 0.5], [-0.5, 0.0, -0.4], [0.8, 1.0, -1.9], [-0.4, -0.4, 0.3], [-0.3, -0.5, -1.1], [0.2, -0.5, 0.1], [0.3, 0.1, 0.0], [-0.3, 0.0, -0.2], [-0.1, 0.3, 0.0], [-0.2, 0.2, -0.2], [-0.1, -0.2, 0.0], [0.1, 0.6, 1.3], [-0.5, -0.5, 1.2], [0.1, 0.3, 0.1], [0.0, 0.1, 0.0], [0.0, 0.2, 0.0], [-0.3, 0.1, 0.1], [0.2, 0.0, 0.1], [0.0, -0.1, 0.0], [0.1, 0.1, 0.0], [0.1, 0.0, 0.2]]
}

---

No. 3
{
  "formula": "C2H6O2Pb",
  "method": "wB97M-V/def2-TZVPD",
  "multiplicity": 2,
  "s2": 0.76,
  "fmax_ev_per_a": 5.7,
  "charge": 1,
  "energy_ev": -11502.382,
  "e_lumo_ha": [-0.1790, -0.2336],
  "orbital_gap_ev": [9.30, 8.02],
  "e_above_lowest_ev": 2.082,
  "species": ["C", "C", "O", "H", "H", "H", "H", "H", "O", "H", "Pb"],
  "coordinates": [[-1.050629, -0.436104, 0.029900], [-0.921905, 1.065693, 0.094939], [0.363745, 1.543124, 0.116690], [0.381061, -1.472636, -0.002908], [-1.011693, -0.715902, -1.033001], [-1.095413, -0.815016, 1.060633], [-1.473300, 1.470948, 0.977562], [-1.455820, 1.548159, -0.762297], [1.805689, -1.182632, 0.019561], [2.218310, -1.806844, -0.583720], [2.239959, 0.801211, 0.082646]],
  "forces_ev_per_angstrom": [[1.6, 1.0, 0.0], [-2.4, 1.4, 0.0], [0.6, 0.0, 0.1], [2.5, 1.7, 0.1], [-0.6, -1.2, 0.8], [-0.5, -1.1, -0.9], [0.4, -0.5, -0.3], [0.3, -0.6, 0.3], [-4.3, -3.7, -0.1], [0.2, -0.4, -0.1], [2.1, 3.4, 0.2]]
}

---

No. 4
{
  "formula": "C16H25ClOSZr",
  "method": "wB97M-V/def2-TZVPD",
  "fmax_ev_per_a": 4.1,
  "charge": 2,
  "energy_ev": -43669.241,
  "e_lumo_ha": -0.2816,
  "orbital_gap_ev": 5.88,
  "e_above_lowest_ev": 0.000,
  "species": ["C", "C", "C", "C", "Cl", "H", "H", "H", "H", "H", "H", "H", "H", "H", "C", "C", "C", "H", "C", "C", "H", "H", "H", "H", "C", "C", "C", "H", "C", "C", "H", "H", "H", "H", "Zr", "C", "S", "C", "O", "H", "H", "H", "H", "H", "H"],
  "coordinates": [[-0.000875, 0.194066, -5.304693], [1.376049, 0.691804, -5.129594], [-0.252136, -1.248048, -5.455550], [-1.130765, 1.131071, -5.164265], [-0.209299, -0.041349, -1.152819], [-0.258817, -1.377183, -6.561465], [-1.235992, -1.611536, -5.085079], [0.537123, -1.924286, -5.059028], [1.678513, 0.933111, -6.173494], [2.127907, -0.039690, -4.759498], [1.502703, 1.641157, -4.560468], [-1.305140, 1.458683, -6.213856], [-0.945144, 2.067871, -4.591065], [-2.095562, 0.700700, -4.816782], [1.289118, -1.836676, 2.660904], [0.600818, -2.751435, 1.808655], [0.892285, -2.406932, 0.449014], [0.096492, -3.663140, 2.112064], [1.922267, -1.411033, 0.486466], [2.114894, -0.992676, 1.838670], [2.883777, -0.296184, 2.182403], [1.183089, -1.760755, 3.735451], [0.494865, -2.923902, -0.428571], [2.498012, -1.038133, -0.350710], [-2.472380, 0.394177, 2.056857], [-2.202788, -0.800612, 2.801864], [-2.210280, -1.884704, 1.872225], [-2.014163, -0.836266, 3.875954], [-2.338006, -1.361167, 0.547047], [-2.598690, 0.043131, 0.675275], [-2.947714, 0.694948, -0.113927], [-2.709449, 1.364325, 2.482767], [-2.309101, -2.934990, 2.098244], [-2.390822, -1.954481, -0.364698], [-0.228931, -0.351236, 1.113437], [2.054748, 1.642554, 4.400508], [0.329121, 1.701241, 3.869878], [0.214720, 3.450625, 3.654200], [0.272831, 1.168467, 2.344424], [2.240499, 2.201843, 5.331708], [2.680655, 2.004237, 3.582397], [2.368880, 0.621537, 4.598338], [0.993278, 3.722239, 2.943043], [-0.731376, 3.617981, 3.160101], [0.234780, 4.000632, 4.603658]],
  "forces_ev_per_angstrom": [[-0.1, -0.1, 2.7], [0.6, 0.2, -0.2], [-0.1, -0.5, -0.2], [-0.5, 0.4, -0.2], [0.3, 1.1, -2.6], [0.0, -0.2, 0.2], [0.5, 0.6, -0.4], [-0.3, 0.8, -0.4], [0.1, 0.0, 0.2], [-0.8, 0.2, -0.4], [-0.6, -0.6, -0.5], [-0.1, 0.0, 0.2], [0.3, -0.8, -0.5], [0.8, -0.1, -0.4], [-0.3, 0.4, -1.0], [0.6, 0.7, -0.4], [0.9, -0.5, 0.8], [-0.4, 0.5, 0.1], [0.2, 0.3, 0.7], [0.0, -1.3, -0.7], [-0.5, -0.2, -0.2], [0.1, -0.2, -0.1], [0.4, 0.2, 0.4], [-0.3, 0.1, 0.0], [-0.6, -0.8, -0.8], [0.3, 0.3, -1.0], [-0.1, 0.8, -0.4], [-0.2, -0.2, -0.4], [-1.1, 0.1, 0.9], [-0.3, 0.0, 0.9], [0.3, 0.0, 0.1], [0.3, -0.1, -0.1], [0.7, 0.0, 0.1], [-0.1, 0.3, 0.3], [-0.6, -2.9, 2.6], [0.5, -0.4, -0.3], [0.1, -0.9, -1.3], [-0.2, 0.2, -0.6], [1.0, 2.5, 3.1], [-0.5, 0.1, -0.4], [-0.1, 0.3, 0.1], [-0.3, -0.2, 0.0], [0.2, 0.3, 0.3], [-0.4, 0.1, 0.0], [0.2, -0.3, -0.2]]
}

---

No. 5
{
  "formula": "C12H13F2N",
  "method": "wB97M-V/def2-TZVPD",
  "fmax_ev_per_a": 5.5,
  "energy_ev": -19574.962,
  "e_lumo_ha": 0.0206,
  "orbital_gap_ev": 8.78,
  "e_above_lowest_ev": 3.291,
  "species": ["C", "C", "C", "C", "C", "C", "C", "C", "C", "C", "C", "C", "N", "F", "F", "H", "H", "H", "H", "H", "H", "H", "H", "H", "H", "H", "H", "H"],
  "coordinates": [[2.051879, 3.024720, 0.528696], [1.740595, 2.833290, -0.819169], [1.580960, 2.112921, 1.473249], [0.904851, 1.758202, -1.152949], [0.625051, 1.173926, 1.138884], [0.254907, 1.014210, -0.188890], [1.798706, -2.562180, -0.761711], [0.911289, -2.373816, 0.208881], [-2.612719, -0.960711, 0.452517], [-0.748158, -0.027288, -0.592399], [-2.737906, 0.386678, -0.147523], [-0.604706, -2.315913, 0.070858], [-1.191616, -1.084044, 0.394934], [-3.526286, 0.680271, -1.279691], [-2.854481, 1.417046, 0.692000], [2.645301, 3.781717, 0.742741], [2.259638, 3.444279, -1.470291], [1.903093, 2.276568, 2.559446], [0.594277, 1.437085, -2.100643], [0.131533, 0.411078, 1.728381], [2.888518, -2.796887, -0.620462], [1.496289, -2.404387, -1.755514], [1.058616, -2.505098, 1.310642], [-3.092966, -0.844678, 1.409272], [-3.012504, -1.867511, -0.147933], [-0.644097, -0.079299, -1.681980], [-1.062293, -3.124049, 0.879513], [-0.757760, -2.806140, -0.870871]],
  "forces_ev_per_angstrom": [[-2.8, -3.9, -1.6], [-0.9, -1.9, 1.8], [0.1, 1.1, 2.3], [-0.2, 0.8, 0.6], [-0.2, -0.7, -0.4], [0.0, -0.7, 0.8], [1.1, 0.1, 1.4], [-0.6, -0.8, 2.2], [-1.3, -1.9, -1.5], [-3.5, 2.6, 1.9], [3.2, 1.9, -4.1], [0.2, -3.7, 2.4], [2.4, 2.0, -1.4], [0.9, -1.0, 2.1], [-0.3, -0.6, 0.0], [2.8, 3.3, 1.4], [0.5, 1.0, -1.8], [-0.5, -0.5, -1.6], [0.2, 0.3, -1.9], [0.4, 0.4, 1.0], [-1.3, 0.4, 0.1], [-0.4, -0.1, -1.3], [1.1, 0.3, -1.1], [0.2, -0.8, 0.9], [-0.3, 1.8, 0.8], [-0.6, -1.4, 0.1], [1.3, 1.7, -1.9], [-1.2, 0.3, -1.3]]
}

---

No. 6
{
  "formula": "C8H17NO",
  "method": "wB97M-V/def2-TZVPD",
  "smiles": "C=C(CC)N(O)C(C)(C)C",
  "fmax_ev_per_a": 1.6,
  "energy_ev": -12106.560,
  "e_lumo_ha": 0.0324,
  "orbital_gap_ev": 9.26,
  "e_above_lowest_ev": 3.810,
  "species": ["C", "C", "C", "C", "N", "O", "C", "C", "C", "C", "H", "H", "H", "H", "H", "H", "H", "H", "H", "H", "H", "H", "H", "H", "H", "H", "H"],
  "coordinates": [[-2.607662, -0.342398, 0.226507], [-1.332756, -0.548970, -0.107507], [-0.904252, -2.075261, -0.130281], [0.462560, -2.728178, -0.301752], [-0.629638, 0.599583, -0.524626], [-0.596211, 0.686748, -1.951893], [0.632358, 1.107741, 0.163199], [0.976540, 2.460454, -0.465051], [0.238933, 1.292452, 1.626957], [1.825851, 0.178986, 0.020946], [-3.238326, -1.139020, 0.554441], [-3.046051, 0.642598, 0.181338], [-1.373563, -2.515896, 0.755680], [-1.501506, -2.446012, -0.970975], [1.054436, -2.646389, 0.607915], [1.004111, -2.300495, -1.141230], [0.310384, -3.792701, -0.474388], [-1.241497, 1.370821, -2.180327], [1.235328, 2.335496, -1.512788], [1.823660, 2.901996, 0.053828], [0.128805, 3.138965, -0.390484], [1.070819, 1.716767, 2.184599], [-0.013675, 0.335173, 2.079115], [-0.620437, 1.953131, 1.705898], [2.077819, 0.017819, -1.019993], [2.687179, 0.594056, 0.541535], [1.576790, -0.797465, 0.469337]],
  "forces_ev_per_angstrom": [[0.5, 0.3, 0.1], [-0.2, -1.2, 0.4], [-1.0, 0.2, -0.4], [0.0, 0.6, 0.3], [0.8, 1.4, 0.1], [0.5, -0.4, 0.0], [-0.9, -0.1, -0.8], [-0.3, -0.2, 0.1], [0.1, -0.2, -0.2], [-0.4, -0.7, 0.5], [-0.3, -0.5, 0.1], [0.1, 0.1, 0.0], [0.0, 0.1, -0.1], [0.0, -0.1, 0.1], [0.2, 0.0, -0.1], [0.2, -0.1, 0.0], [0.0, 0.0, -0.1], [0.1, -0.2, 0.3], [0.0, 0.0, -0.1], [0.1, 0.0, 0.1], [-0.1, 0.1, 0.0], [0.1, 0.1, 0.0], [-0.1, -0.1, 0.1], [-0.1, 0.0, 0.0], [0.1, 0.0, -0.3], [0.1, 0.0, 0.0], [0.4, 0.6, -0.1]]
}